Computed, not measured: a structure of composition C20H49InN5O7 in a non-equilibrium geometry, with ωB97M-V/def2-TZVPD.

Last column: Löwdin charge in e.
Element x y z (Å)
C (1.657, -0.199, 1.850)  -0.061
C (2.345, 1.006, 1.136)  -0.275
O (1.449, 2.017, 0.720)  -0.154
C (0.824, 2.648, 1.820)  -0.189
C (-0.734, 2.531, 1.648)  -0.256
O (-1.278, 1.954, 2.799)  -0.274
C (-2.715, 1.864, 2.705)  -0.368
In (-3.516, 0.559, 1.034)  0.212
H (2.407, -0.621, 2.548)  0.069
H (1.302, -0.964, 1.144)  0.053
H (0.792, 0.106, 2.464)  0.074
H (2.799, 0.601, 0.212)  0.111
H (3.173, 1.416, 1.751)  0.107
H (1.052, 3.738, 1.871)  0.096
H (1.048, 2.196, 2.801)  0.119
H (-1.149, 3.531, 1.405)  0.116
H (-0.883, 1.911, 0.741)  0.087
H (-3.201, 2.869, 2.653)  0.028
H (-3.041, 1.411, 3.665)  0.026
H (-5.281, 0.293, 1.169)  -0.174
H (-2.625, -1.016, 1.098)  -0.130
H (-3.117, 1.419, -0.518)  -0.152
C (-0.733, -4.937, 1.156)  -0.007
C (-1.028, -3.690, 0.361)  -0.583
O (-0.444, -2.640, 0.561)  -0.001
N (-1.981, -3.764, -0.603)  0.017
C (-2.778, -4.913, -0.991)  -0.090
H (0.046, -4.717, 1.882)  0.081
H (-1.626, -5.265, 1.691)  0.086
H (-0.379, -5.734, 0.497)  0.062
H (-2.128, -2.890, -1.085)  0.137
H (-2.595, -5.123, -2.050)  0.078
H (-3.830, -4.672, -0.855)  0.081
H (-2.536, -5.790, -0.406)  0.045
C (4.138, 7.646, 2.370)  -0.019
C (3.055, 8.309, 3.175)  -0.556
O (3.247, 9.346, 3.801)  0.004
N (1.832, 7.719, 3.190)  0.007
C (1.413, 6.505, 2.515)  -0.080
H (5.051, 8.231, 2.452)  0.080
H (4.333, 6.642, 2.753)  0.085
H (3.846, 7.596, 1.318)  0.044
H (1.156, 8.215, 3.748)  0.135
H (0.587, 6.749, 1.844)  0.086
H (1.061, 5.794, 3.266)  0.081
H (2.218, 6.054, 1.943)  0.074
C (-5.720, -8.263, -1.175)  -0.007
C (-4.702, -8.005, -0.095)  -0.535
O (-4.401, -6.876, 0.256)  0.023
N (-4.111, -9.082, 0.490)  0.006
C (-4.330, -10.489, 0.212)  -0.080
H (-6.097, -7.311, -1.540)  0.085
H (-5.261, -8.798, -2.008)  0.085
H (-6.557, -8.838, -0.777)  0.084
H (-3.443, -8.834, 1.201)  0.139
H (-4.672, -10.981, 1.125)  0.081
H (-3.386, -10.940, -0.098)  0.083
H (-5.068, -10.634, -0.570)  0.071
C (4.604, 9.793, -1.685)  -0.006
C (3.261, 9.188, -1.367)  -0.534
O (3.106, 8.399, -0.448)  0.030
N (2.204, 9.547, -2.141)  0.008
C (2.183, 10.460, -3.267)  -0.079
H (5.340, 9.411, -0.983)  0.083
H (4.912, 9.520, -2.695)  0.084
H (4.562, 10.879, -1.587)  0.085
H (1.341, 9.103, -1.870)  0.142
H (1.487, 11.273, -3.052)  0.082
H (1.835, 9.923, -4.152)  0.083
H (3.166, 10.875, -3.466)  0.071
C (2.070, -6.545, -4.599)  -0.016
C (1.160, -7.148, -3.560)  -0.561
O (0.774, -8.307, -3.630)  0.013
N (0.774, -6.358, -2.527)  0.012
C (1.123, -4.970, -2.271)  -0.062
H (2.289, -7.294, -5.356)  0.079
H (1.583, -5.696, -5.081)  0.084
H (3.008, -6.227, -4.142)  0.083
H (0.167, -6.825, -1.872)  0.129
H (1.621, -4.909, -1.302)  0.088
H (0.204, -4.382, -2.235)  0.077
H (1.778, -4.569, -3.038)  0.075

Properties
* HOMO energy: -3.85 eV
* net charge: -1
* E_tot: -1781.99049 Eh
* E_LUMO: 1.920 eV


Computed, not measured: a cluster of 2 separate species, C4H9N2 in total in a non-equilibrium geometry, with ωB97M-V/def2-TZVPD.

Last column: Löwdin charge in e.
Element x y z (Å)
C (0.533, 1.822, 2.180)  0.081
C (0.389, 0.972, 1.369)  0.081
C (-1.281, 0.109, -0.422)  -0.007
C (0.481, -1.487, 0.041)  0.015
N (0.869, 0.443, -1.286)  0.144
N (0.191, -0.111, -0.291)  -0.287
H (0.339, 2.367, 3.066)  0.047
H (-1.828, -0.233, 0.371)  0.079
H (-1.538, 1.063, -0.502)  0.060
H (-1.810, -0.406, -1.305)  0.161
H (0.480, -2.198, -0.726)  0.106
H (1.460, -1.378, 0.523)  0.127
H (-0.249, -1.701, 0.791)  0.107
H (1.610, -0.069, -1.730)  0.141
H (0.355, 0.807, -2.077)  0.145

Properties
* HOMO energy (alpha / beta): -15.08 / -15.08 eV
* net charge: +1
* E_tot: -266.80788 Eh
* E_LUMO (alpha / beta): -5.939 / -5.939 eV


Computed, not measured: a cluster of 2 separate species, C2H3ClO2S in total in a non-equilibrium geometry, with ωB97M-V/def2-TZVPD.

Last column: Löwdin charge in e.
Element x y z (Å)
C (-0.473, 0.117, -0.141)  -0.184
C (0.576, -0.897, 0.362)  -0.292
O (-1.296, -0.933, 2.267)  -0.281
O (-1.877, -2.331, 0.333)  -0.265
S (-1.082, -1.281, 0.895)  0.690
Cl (1.739, -2.107, -1.384)  0.080
H (-0.332, 1.231, -0.059)  0.129
H (-0.604, 0.034, -1.135)  0.040
H (1.465, -0.601, 0.939)  0.083

Properties
* HOMO energy: -10.94 eV
* net charge: 0
* E_tot: -1086.69024 Eh
* E_LUMO: -2.262 eV


Computed, not measured: a structure of composition C38H54BrFeN7O4PS in a non-equilibrium geometry, with ωB97M-V/def2-TZVPD.

Last column: Löwdin charge in e.
Element x y z (Å)
Fe (0.591, -0.354, 0.968)  0.990
C (-2.630, 2.191, 2.223)  -0.002
C (-2.126, 1.085, 3.066)  -0.350
N (-1.208, 0.200, 2.727)  0.107
C (-1.061, -0.623, 3.811)  -0.141
C (-1.916, -0.240, 4.808)  -0.077
N (-2.578, 0.844, 4.314)  0.190
C (-2.189, -0.725, 6.183)  -0.504
O (-1.475, -1.738, 6.588)  0.130
O (-3.035, -0.168, 6.850)  0.086
C (-0.028, -1.697, 3.776)  -0.549
O (0.088, -2.452, 4.759)  0.055
O (0.673, -1.728, 2.723)  -0.070
H (-2.111, 2.167, 1.268)  0.060
H (-2.465, 3.162, 2.696)  0.087
H (-3.700, 2.081, 2.056)  0.084
H (-3.289, 1.337, 4.831)  0.174
H (-0.862, -2.098, 5.846)  0.053
S (3.894, -3.698, 0.264)  1.014
C (2.388, -4.493, 0.107)  -0.411
C (1.334, -3.654, 0.276)  -0.212
C (1.723, -2.306, 0.501)  -0.194
C (3.075, -2.175, 0.603)  -0.512
C (3.790, -1.047, 1.154)  -0.295
C (5.183, -1.065, 1.334)  -0.031
C (5.804, -0.025, 1.983)  -0.060
C (5.028, 1.036, 2.425)  -0.054
C (3.672, 0.997, 2.171)  -0.145
N (3.042, -0.011, 1.564)  0.104
H (2.364, -5.552, -0.096)  0.065
H (0.317, -4.013, 0.263)  0.075
H (5.753, -1.906, 0.965)  0.088
H (6.874, -0.037, 2.143)  0.111
H (5.461, 1.869, 2.961)  0.105
H (3.068, 1.838, 2.467)  0.075
C (1.150, 2.007, -1.696)  -0.189
C (1.427, 2.519, -3.135)  -0.153
N (2.817, 2.245, -3.490)  -0.159
C (3.696, 2.873, -2.503)  -0.150
C (3.437, 2.269, -1.094)  -0.156
N (2.330, 1.310, -1.166)  -0.152
C (2.705, 0.221, -2.075)  -0.144
C (3.035, 0.799, -3.479)  -0.141
H (0.309, 1.316, -1.648)  0.033
H (0.944, 2.849, -1.031)  0.095
H (1.260, 3.596, -3.210)  0.116
H (0.786, 2.025, -3.869)  0.098
H (3.507, 3.948, -2.520)  0.113
H (4.728, 2.703, -2.816)  0.114
H (3.172, 3.042, -0.367)  0.109
H (4.321, 1.745, -0.727)  0.110
H (1.881, -0.495, -2.103)  0.081
H (3.571, -0.294, -1.653)  0.113
H (2.409, 0.352, -4.254)  0.106
H (4.079, 0.613, -3.743)  0.116
Br (2.058, 5.260, 5.129)  0.775
C (1.561, 3.843, 3.978)  -0.676
C (1.076, 4.118, 2.710)  -0.091
C (0.726, 3.046, 1.906)  -0.127
N (0.857, 1.776, 2.277)  0.018
C (1.325, 1.532, 3.504)  -0.166
C (1.679, 2.529, 4.397)  -0.083
H (0.972, 5.135, 2.359)  0.107
H (0.303, 3.223, 0.924)  0.101
H (1.427, 0.489, 3.780)  0.119
H (2.049, 2.286, 5.382)  0.117
C (-3.354, -1.753, 0.763)  -0.093
C (-3.000, -2.213, -0.658)  -0.585
C (-4.272, -2.612, -1.405)  -0.075
C (-2.089, -3.432, -0.474)  -0.094
P (-1.889, -0.875, -1.465)  0.903
N (-0.794, -0.353, -0.466)  -0.285
C (-1.078, -1.603, -3.054)  -0.568
C (-1.983, -2.464, -3.937)  -0.077
C (-0.538, -0.426, -3.879)  -0.098
C (0.146, -2.422, -2.623)  -0.100
C (-3.048, 0.528, -2.048)  -0.591
C (-4.024, 0.834, -0.918)  -0.099
C (-3.845, 0.221, -3.315)  -0.076
C (-2.202, 1.793, -2.241)  -0.092
H (-3.653, -2.624, 1.354)  0.092
H (-4.182, -1.047, 0.788)  0.063
H (-2.482, -1.307, 1.238)  0.044
H (-4.714, -3.472, -0.896)  0.093
H (-4.088, -2.896, -2.441)  0.059
H (-5.016, -1.815, -1.402)  0.063
H (-2.586, -4.173, 0.157)  0.096
H (-1.179, -3.112, 0.035)  0.044
H (-1.832, -3.916, -1.413)  0.065
H (-2.848, -1.916, -4.309)  0.061
H (-2.329, -3.354, -3.413)  0.062
H (-1.399, -2.798, -4.799)  0.094
H (-1.327, 0.148, -4.361)  0.064
H (0.111, -0.817, -4.666)  0.093
H (0.058, 0.236, -3.249)  0.033
H (-0.091, -3.472, -2.466)  0.074
H (0.568, -2.019, -1.708)  0.019
H (0.920, -2.376, -3.394)  0.091
H (-4.834, 0.108, -0.864)  0.067
H (-4.475, 1.816, -1.087)  0.094
H (-3.505, 0.858, 0.028)  0.039
H (-4.376, -0.728, -3.248)  0.063
H (-3.218, 0.208, -4.205)  0.062
H (-4.591, 1.009, -3.452)  0.093
H (-1.667, 2.022, -1.320)  0.057
H (-2.862, 2.632, -2.480)  0.092
H (-1.479, 1.699, -3.048)  0.051

Properties
* HOMO energy (alpha / beta): -7.81 / -7.78 eV
* spin multiplicity: 6
* expectation value of S²: 8.766
* net charge: 0
* E_tot: -6741.92462 Eh
* E_LUMO (alpha / beta): -0.130 / -0.647 eV


Computed, not measured: a cluster of 3 separate species, C6H16NO3 in total, with ωB97M-V/def2-TZVPD.

Last column: Löwdin charge in e.
Element x y z (Å)
C (-0.838, -0.255, 1.342)  -0.232
O (0.173, -1.255, 1.447)  -0.099
C (-0.338, 1.136, 0.887)  -0.149
C (-0.287, 1.441, -0.634)  -0.134
C (0.263, 0.367, -1.531)  -0.294
C (-0.343, -0.174, -2.570)  0.133
C (1.929, -1.242, -1.037)  0.188
N (1.621, -0.024, -1.218)  0.113
H (-1.575, -0.650, 0.650)  0.107
H (-1.309, -0.139, 2.319)  0.119
H (0.760, -1.079, 2.206)  0.037
H (-1.027, 1.859, 1.325)  0.115
H (0.620, 1.365, 1.359)  0.106
H (-1.302, 1.631, -0.972)  0.100
H (0.242, 2.385, -0.801)  0.126
H (0.091, -0.940, -3.202)  0.089
H (-1.356, 0.091, -2.837)  0.074
H (1.220, -2.026, -1.243)  0.127
H (2.922, -1.544, -0.729)  0.129
H (2.276, 0.727, -1.039)  0.188
H (-3.949, 1.000, -1.586)  0.057
H (-3.919, -0.419, -1.065)  0.064
O (-3.326, 0.292, -1.371)  -0.059
H (2.388, -0.088, 3.650)  0.065
H (2.677, -1.609, 3.594)  0.078
O (2.389, -0.850, 3.056)  -0.049

Properties
* HOMO energy: -13.19 eV
* net charge: +1
* E_tot: -518.40837 Eh
* E_LUMO: -4.294 eV